A single C22H24N2O5 molecule, computed with ωB97M-V with the def2-TZVPD basis set.

Computed properties:
ΔE to the lowest compared entry with this formula, charge and spin   0.962 eV
HOMO-LUMO gap   0.342 Eh
LUMO   0.75 eV
E_HOMO   -8.6 eV

XYZ file:
```
53
Properties=species:S:1:pos:R:3:lowdin_charge:R:1
O -2.945 -0.237 -0.254 0.15
O 1.127 -0.188 1.795 0.13
O 1.544 -0.480 -1.729 0.01
O 2.844 3.712 0.602 0.06
O -0.518 -1.363 -1.736 0.15
N -0.996 -0.496 0.957 0.11
N 0.811 2.008 -1.638 0.08
C 1.615 3.476 0.102 -0.23
C -1.527 2.674 -3.286 -0.08
C 1.237 2.071 -0.242 -0.18
C 0.171 0.208 1.183 -0.36
C 0.217 -0.410 -1.741 -0.43
C 2.158 -1.768 -1.605 -0.19
C 3.209 -1.711 -0.509 -0.05
C -2.168 -5.628 3.156 -0.05
C -0.267 1.052 -1.771 -0.33
C 1.789 5.663 0.459 -0.06
C -0.298 -2.757 1.541 0.01
C -1.839 0.119 0.033 -0.37
C -1.275 -1.774 1.514 -0.17
C 2.940 5.034 0.817 -0.12
C -2.816 -3.279 2.558 -0.03
C 0.922 4.646 -0.009 -0.02
C -2.538 -2.034 2.027 0.01
C -1.047 1.243 -3.080 -0.15
C 0.002 1.577 0.538 -0.07
C -1.848 -4.276 2.596 -0.28
C -1.092 1.328 -0.490 -0.06
C -0.589 -3.995 2.084 -0.03
H -1.872 2.800 -4.309 0.07
H -1.889 0.549 -3.073 0.13
H 0.685 -2.557 1.148 0.10
H -1.266 -6.136 3.488 0.07
H -0.711 3.367 -3.100 0.07
H -1.763 2.168 -0.658 0.16
H 2.608 -2.010 -2.573 0.13
H -3.802 -3.478 2.953 0.11
H -2.857 -5.546 3.994 0.08
H 1.377 -2.503 -1.381 0.12
H 0.178 -4.756 2.104 0.11
H 3.993 -1.007 -0.776 0.08
H 1.577 1.822 -2.273 0.14
H -3.299 -1.270 2.002 0.12
H 2.100 1.427 -0.016 0.15
H -2.353 2.913 -2.623 0.07
H 2.764 -1.390 0.431 0.06
H -0.287 2.285 1.318 0.17
H 3.863 5.400 1.222 0.12
H -0.074 4.765 -0.382 0.11
H -0.386 0.965 -3.904 0.13
H 1.580 6.712 0.519 0.10
H 3.648 -2.695 -0.375 0.08
H -2.643 -6.243 2.391 0.08
```